--- w ---
Below is the molecule C3H3NOS, with properties calculated with the ωB97M-V functional and the def2-TZVPD basis.

XYZ file:
```
9
Properties=species:S:1:pos:R:3:mulliken_charge:R:1
C -0.09 -1.08 0.00 -0.295
C 1.10 -0.36 0.02 0.087
C -1.28 -0.45 0.00 0.421
N -0.13 1.48 -0.12 -0.510
O 1.14 0.94 -0.01 -0.161
S -2.78 0.00 -0.09 -0.293
H -0.17 -2.21 0.22 0.254
H 2.16 -0.71 -0.09 0.339
H 0.06 2.39 0.07 0.157
```

Results
Frontier orbital gap (alpha / beta)   7.6 / 7.6 eV
Net charge   0
Highest occupied orbital energy (alpha / beta)   -7.831 / -7.846 eV
LUMO level (alpha / beta)   -0.0101 / -0.0101 Ha



--- x ---
Below is the molecule C3H3NOS, with properties calculated with the ωB97M-V functional and the def2-TZVPD basis.

XYZ file:
```
9
Properties=species:S:1:pos:R:3:mulliken_charge:R:1
C 3.35 0.10 0.02 0.582
C 0.99 0.32 0.06 -0.239
C -0.19 0.90 0.37 0.033
N 4.33 -0.50 -0.17 -0.449
O 2.34 0.82 0.08 -0.359
S -1.72 0.14 -0.13 -0.211
H 0.85 -0.74 -0.27 0.202
H -0.35 1.91 0.88 0.280
H -1.25 -0.77 -1.18 0.161
```

Results
Frontier orbital gap   9.6 eV
Net charge   0
Highest occupied orbital energy   -9.323 eV
LUMO level   0.0115 Ha
SMILES string   N#CO/C=C/S



Preferred: x; penalty for the next structure: 50.8 kcal/mol.



--- w ---
Below is a cluster of 2 separate species, C6H16 in total, with properties calculated with the ωB97M-V functional and the def2-TZVPD basis.

XYZ file:
```
22
Properties=species:S:1:pos:R:3:mulliken_charge:R:1
C 0.33 -1.31 -1.70 0.138
C 0.12 0.09 -1.92 -0.952
C -0.96 -2.06 -1.91 -1.122
H 1.25 -1.82 -2.12 0.326
H 0.66 -1.31 -0.66 0.153
H -0.79 0.51 -1.31 0.225
H -1.06 -1.98 -2.98 0.362
H -0.91 -3.12 -1.52 0.346
H -0.19 0.27 -2.91 0.482
H 1.11 0.58 -1.76 0.341
H -1.93 -1.73 -1.47 0.354
C 0.10 0.85 1.42 0.022
C -0.95 1.42 2.48 -1.228
C 1.65 0.98 1.70 -0.945
H -0.23 1.37 0.53 0.163
H -0.21 -0.20 1.14 0.245
H -1.20 0.93 3.23 0.533
H -1.01 2.54 2.52 0.291
H 1.95 0.41 2.59 0.343
H 1.99 2.07 2.00 0.310
H -1.80 1.04 1.85 0.333
H 2.06 0.47 0.81 0.280
```

Results
Frontier orbital gap (alpha / beta)   12.7 / 3.8 eV
Net charge   +1
Highest occupied orbital energy (alpha / beta)   -15.464 / -14.546 eV
LUMO level (alpha / beta)   -0.1015 / -0.3953 Ha
Spin multiplicity   2



--- x ---
Below is a cluster of 2 separate species, C6H16 in total, with properties calculated with the ωB97M-V functional and the def2-TZVPD basis.

XYZ file:
```
22
Properties=species:S:1:pos:R:3:mulliken_charge:R:1
C 0.83 -0.39 -0.77 1.627
C 1.59 -1.63 -0.17 -1.247
C 1.77 0.61 -1.38 -1.342
C -0.33 -0.77 -1.56 -1.420
H 0.45 0.14 0.22 -0.425
H 2.42 -2.03 -0.77 0.362
H 0.94 -2.52 -0.28 0.407
H 2.31 0.13 -2.24 0.393
H 1.31 1.54 -1.71 0.418
H 2.64 0.77 -0.72 0.403
H -1.14 -1.34 -1.10 0.469
H -0.67 0.07 -2.19 0.441
H -0.10 -1.44 -2.42 0.411
H 1.99 -1.49 0.82 0.402
C -2.16 0.45 1.54 -0.664
C -1.37 1.70 1.96 -0.769
H -1.68 -0.35 2.14 0.274
H -3.24 0.53 1.73 0.344
H -2.06 0.10 0.50 0.086
H -0.34 1.56 1.64 0.252
H -1.35 1.70 3.05 0.293
H -1.80 2.67 1.71 0.285
```

Results
Frontier orbital gap (alpha / beta)   12.2 / 4.5 eV
Net charge   +1
Highest occupied orbital energy (alpha / beta)   -15.081 / -15.040 eV
LUMO level (alpha / beta)   -0.1060 / -0.3860 Ha
Spin multiplicity   2



--- y ---
Below is a cluster of 2 separate species, C6H16 in total, with properties calculated with the ωB97M-V functional and the def2-TZVPD basis.

XYZ file:
```
22
Properties=species:S:1:pos:R:3:mulliken_charge:R:1
C -0.12 1.11 -0.64 1.250
C -1.15 1.56 -1.65 -1.579
C 1.24 1.93 -0.53 -1.313
C -0.74 1.01 0.70 -1.019
H 0.36 0.17 -1.08 0.066
H -0.69 1.72 -2.62 0.416
H -1.70 2.44 -1.29 0.428
H 0.92 2.97 -0.63 0.393
H 1.73 1.82 0.43 0.433
H 1.94 1.70 -1.34 0.395
H -1.82 1.13 0.64 0.387
H -0.51 0.10 1.28 0.140
H -0.29 1.74 1.41 0.415
H -1.84 0.75 -1.88 0.444
C -0.06 -2.64 1.57 -0.824
C 0.78 -2.41 0.30 -0.619
H -0.46 -1.70 1.92 0.277
H -0.95 -3.14 1.17 0.257
H 0.40 -3.32 2.28 0.316
H 1.22 -3.31 -0.11 0.403
H 1.61 -1.72 0.52 0.231
H 0.13 -1.93 -0.43 0.103
```

Results
Frontier orbital gap (alpha / beta)   12.3 / 5.0 eV
Net charge   +1
Highest occupied orbital energy (alpha / beta)   -15.098 / -15.082 eV
LUMO level (alpha / beta)   -0.1040 / -0.3714 Ha
Spin multiplicity   2



--- z ---
Below is a cluster of 2 separate species, C6H16 in total, with properties calculated with the ωB97M-V functional and the def2-TZVPD basis.

XYZ file:
```
22
Properties=species:S:1:pos:R:3:mulliken_charge:R:1
C 0.50 -1.32 -2.19 -0.080
C -0.77 -2.04 -1.93 -1.016
C 0.91 -0.04 -1.40 -0.888
H 1.43 -1.91 -2.11 0.367
H 0.30 -0.87 -3.19 0.269
H -1.39 -1.89 -1.01 0.340
H -0.58 -3.10 -1.71 0.325
H -0.01 0.52 -1.19 0.286
H 1.17 -0.37 -0.37 0.348
H -1.56 -1.96 -2.68 0.384
H 1.57 0.64 -1.95 0.360
C -0.63 1.07 1.44 -0.121
C 0.25 2.33 1.27 -0.922
C -0.14 -0.04 2.40 -1.039
H -1.59 1.39 1.87 0.370
H -0.95 0.59 0.46 0.121
H -0.29 3.26 1.45 0.348
H 0.86 0.21 2.81 0.286
H 1.05 2.19 0.55 0.268
H 0.89 2.31 2.20 0.325
H -0.82 0.07 3.24 0.368
H -0.19 -1.05 2.03 0.299
```

Results
Frontier orbital gap (alpha / beta)   12.7 / 3.9 eV
Net charge   +1
Highest occupied orbital energy (alpha / beta)   -15.442 / -14.512 eV
LUMO level (alpha / beta)   -0.1006 / -0.3914 Ha
Spin multiplicity   2



Preferred: y; penalty for the next structure: 9.7 kcal/mol.



--- w ---
Below is a cluster of 2 separate species, C23H23NO3 in total, with properties calculated with the ωB97M-V functional and the def2-TZVPD basis.

XYZ file:
```
50
Properties=species:S:1:pos:R:3:mulliken_charge:R:1
C 3.33 3.58 3.75 -1.373
C 2.14 2.93 3.13 1.116
C 1.70 1.68 3.58 -0.720
C 0.61 1.05 3.01 -0.385
C -0.09 1.63 1.92 1.212
C -1.19 1.01 1.28 -1.269
N -1.89 -0.01 1.87 1.096
O -3.09 -0.25 1.51 -0.738
O -1.32 -0.77 2.71 -0.726
C 0.35 2.92 1.48 -0.848
C 1.45 3.54 2.07 -0.703
H 3.43 4.61 3.39 0.346
H 3.27 3.60 4.84 0.336
H 4.26 3.05 3.49 0.276
H 2.22 1.19 4.42 0.359
H 0.24 0.11 3.40 0.497
H -1.68 1.48 0.43 0.349
H -0.24 3.42 0.71 0.335
H 1.77 4.53 1.73 0.288
C -5.52 -3.27 -2.93 -0.821
O -4.98 -3.45 -1.60 -0.420
C -3.69 -3.11 -1.34 0.901
C -3.28 -3.23 0.02 -0.547
C -2.08 -2.70 0.41 -0.753
C -1.20 -2.05 -0.50 0.811
C -0.08 -1.37 0.02 -0.941
C 0.92 -0.68 -0.72 0.940
C 2.27 -0.68 -0.27 -0.413
C 3.26 0.01 -0.95 -0.791
C 2.95 0.73 -2.12 1.138
C 4.02 1.48 -2.83 -1.474
C 1.63 0.74 -2.58 -1.074
C 0.62 0.08 -1.89 -0.581
C -1.54 -2.14 -1.89 -0.720
C -2.78 -2.59 -2.30 -0.557
H -6.54 -3.65 -2.83 0.249
H -5.53 -2.22 -3.22 0.348
H -4.97 -3.87 -3.66 0.337
H -3.95 -3.71 0.72 0.415
H -1.78 -2.81 1.45 0.324
H 0.16 -1.56 1.08 0.311
H 2.52 -1.28 0.61 0.384
H 4.29 -0.02 -0.60 0.379
H 3.70 1.75 -3.84 0.355
H 4.27 2.41 -2.31 0.286
H 4.95 0.90 -2.90 0.373
H 1.40 1.25 -3.53 0.283
H -0.41 0.14 -2.24 0.630
H -0.81 -1.85 -2.63 0.813
H -3.07 -2.56 -3.36 0.365
```

Results
Frontier orbital gap   4.7 eV
Net charge   0
Highest occupied orbital energy   -6.489 eV
LUMO level   -0.0659 Ha



--- x ---
Below is the molecule C23H23NO3, with properties calculated with the ωB97M-V functional and the def2-TZVPD basis.

XYZ file:
```
50
Properties=species:S:1:pos:R:3:mulliken_charge:R:1
O -2.15 -2.37 -1.17 -0.580
C -2.38 -2.01 -0.04 0.052
O -2.09 -2.77 1.02 -0.489
H -1.67 -3.60 0.74 0.391
C -2.96 -0.67 0.37 -0.014
C -1.80 0.30 0.45 0.116
C -1.53 0.99 1.62 -0.422
C -0.48 1.88 1.70 -0.955
C 0.35 2.08 0.60 0.673
C 0.08 1.40 -0.59 -0.441
C -0.98 0.52 -0.65 -0.379
H -1.16 -0.03 -1.57 0.481
H 0.70 1.53 -1.46 0.295
O 1.36 2.98 0.77 -0.492
C 2.40 3.03 -0.17 -0.850
C 3.15 1.73 -0.32 0.837
N 2.77 0.73 0.42 -0.236
C 3.39 -0.46 0.30 -0.279
C 2.95 -1.54 1.09 -0.453
C 3.56 -2.76 0.99 -0.494
C 4.63 -2.95 0.10 -0.532
C 5.08 -1.92 -0.69 -0.693
C 4.47 -0.65 -0.61 1.123
C 4.87 0.45 -1.39 -0.682
C 4.21 1.64 -1.25 -0.850
H 4.48 2.51 -1.84 0.406
H 5.69 0.34 -2.09 0.413
H 5.90 -2.06 -1.37 0.367
H 5.10 -3.92 0.04 0.386
H 3.23 -3.59 1.59 0.393
H 2.13 -1.37 1.76 0.519
H 3.08 3.80 0.20 0.434
H 2.03 3.36 -1.16 0.340
H -0.27 2.42 2.61 0.447
H -2.16 0.84 2.49 0.419
C -4.02 -0.21 -0.63 0.388
C -4.53 1.20 -0.31 -0.896
H -3.97 1.97 -0.84 0.339
H -4.44 1.40 0.76 0.327
C -6.01 1.17 -0.70 -0.702
H -6.58 1.97 -0.24 0.417
H -6.11 1.24 -1.79 0.299
C -6.45 -0.21 -0.23 -0.659
H -6.57 -0.21 0.85 0.274
H -7.38 -0.54 -0.68 0.375
C -5.27 -1.12 -0.62 -0.937
H -5.43 -1.54 -1.61 0.298
H -5.16 -1.95 0.07 0.332
H -3.57 -0.23 -1.63 0.293
H -3.40 -0.78 1.36 0.602
```

Results
Frontier orbital gap   8.4 eV
Net charge   0
Highest occupied orbital energy   -8.111 eV
LUMO level   0.0103 Ha
SMILES string   O=C(O)[C@@H](c1ccc(OCc2ccc3ccccc3n2)cc1)C1CCCC1



Preferred: x; penalty for the next structure: 142.8 kcal/mol.